Record 1
{"formula": "C32H93N15O11", "method": "ωB97M-V/def2-TZVPD", "smiles": "COC[C@H](C)N.COC[C@H](C)N.COC[C@H](C)N.COC[C@H](C)N.COC[C@H](C)N.COC[C@H](C)N.COC[C@H](C)N.NC(N)=O.NC(N)=O.NC(N)=O.NC(N)=O", "orbital_gap_ev": 9.2047, "homo_energy_ev": -8.77, "total_energy_ha": -2923.8700, "total_charge": 0, "e_above_lowest_kcal_mol": 134.2, "symbols": ["C", "O", "C", "C", "C", "N", "H", "H", "H", "H", "H", "H", "H", "H", "H", "H", "H", "C", "O", "C", "C", "C", "N", "H", "H", "H", "H", "H", "H", "H", "H", "H", "H", "H", "C", "O", "C", "C", "C", "N", "H", "H", "H", "H", "H", "H", "H", "H", "H", "H", "H", "C", "O", "C", "C", "C", "N", "H", "H", "H", "H", "H", "H", "H", "H", "H", "H", "H", "C", "O", "C", "C", "C", "N", "H", "H", "H", "H", "H", "H", "H", "H", "H", "H", "H", "C", "O", "C", "C", "C", "N", "H", "H", "H", "H", "H", "H", "H", "H", "H", "H", "H", "C", "O", "C", "C", "C", "N", "H", "H", "H", "H", "H", "H", "H", "H", "H", "H", "H", "N", "C", "N", "O", "H", "H", "H", "H", "N", "C", "N", "O", "H", "H", "H", "H", "N", "C", "N", "O", "H", "H", "H", "H", "N", "C", "N", "O", "H", "H", "H", "H"], "coordinates": [[14.424, 8.380, -13.691], [13.155, 8.720, -14.182], [12.094, 8.987, -13.334], [12.129, 10.477, -12.943], [11.085, 10.710, -11.845], [11.926, 11.361, -14.155], [14.876, 9.105, -13.013], [15.031, 8.388, -14.596], [14.360, 7.403, -13.213], [11.204, 8.807, -13.937], [12.068, 8.261, -12.521], [13.167, 10.537, -12.616], [11.303, 11.733, -11.541], [11.311, 10.137, -10.945], [10.022, 10.602, -12.061], [12.620, 11.161, -14.861], [12.074, 12.335, -13.933], [8.112, 10.457, -6.728], [8.480, 11.812, -6.827], [9.952, 11.947, -6.642], [10.392, 13.404, -7.115], [9.817, 13.663, -8.574], [11.888, 13.487, -7.056], [8.535, 9.838, -5.937], [8.358, 9.889, -7.625], [7.040, 10.532, -6.547], [10.164, 11.708, -5.600], [10.428, 11.183, -7.257], [10.089, 14.193, -6.426], [10.130, 12.786, -9.140], [10.309, 14.556, -8.958], [8.733, 13.779, -8.579], [12.111, 13.292, -6.091], [12.025, 14.481, -7.172], [12.775, 5.064, -12.010], [11.640, 5.518, -11.335], [10.464, 4.919, -11.768], [9.830, 5.828, -12.860], [9.147, 6.994, -12.133], [8.877, 5.177, -13.691], [12.933, 5.482, -13.004], [12.932, 3.986, -12.052], [13.659, 5.570, -11.623], [10.557, 3.891, -12.118], [9.714, 4.792, -10.988], [10.553, 6.277, -13.541], [8.758, 7.746, -12.820], [9.866, 7.593, -11.574], [8.364, 6.707, -11.431], [9.228, 4.494, -14.347], [8.391, 4.540, -13.076], [17.980, 7.569, -14.035], [18.466, 7.821, -12.654], [17.965, 9.064, -12.118], [19.023, 9.937, -11.450], [19.813, 9.241, -10.324], [18.380, 11.080, -10.985], [18.255, 8.385, -14.704], [16.899, 7.442, -13.996], [18.403, 6.621, -14.366], [17.386, 9.599, -12.871], [17.258, 8.833, -11.322], [19.817, 10.124, -12.174], [20.574, 8.680, -10.866], [19.165, 8.560, -9.773], [20.313, 10.015, -9.741], [19.155, 11.621, -10.630], [18.029, 11.610, -11.769], [9.549, 14.850, -15.381], [9.984, 16.245, -15.512], [9.652, 16.930, -16.607], [9.875, 18.465, -16.388], [9.266, 19.024, -15.087], [9.208, 19.224, -17.526], [8.490, 14.839, -15.121], [10.256, 14.437, -14.662], [9.704, 14.366, -16.346], [10.199, 16.523, -17.457], [8.612, 16.676, -16.811], [10.926, 18.745, -16.453], [9.226, 20.113, -15.119], [9.996, 18.888, -14.289], [8.268, 18.620, -14.916], [9.430, 20.173, -17.259], [9.839, 18.984, -18.278], [9.569, 6.842, -19.312], [10.173, 6.614, -17.976], [10.671, 5.344, -17.847], [11.165, 5.075, -16.425], [12.383, 5.952, -16.119], [11.541, 3.673, -16.340], [10.209, 6.709, -20.184], [9.372, 7.914, -19.295], [8.613, 6.319, -19.349], [9.914, 4.632, -18.176], [11.411, 5.044, -18.589], [10.381, 5.370, -15.727], [12.251, 6.978, -16.460], [13.300, 5.758, -16.676], [12.829, 6.102, -15.136], [11.551, 3.417, -17.317], [10.679, 3.253, -16.022], [7.588, 12.039, -11.990], [7.534, 10.577, -11.821], [6.345, 10.040, -12.306], [5.111, 10.192, -11.443], [5.399, 9.505, -10.071], [4.022, 9.473, -12.038], [6.731, 12.598, -11.614], [7.696, 12.283, -13.047], [8.456, 12.479, -11.500], [6.103, 10.424, -13.297], [6.420, 8.980, -12.548], [4.958, 11.270, -11.481], [6.063, 10.114, -9.457], [5.728, 8.495, -10.319], [4.475, 9.500, -9.493], [3.239, 9.558, -11.405], [4.308, 8.505, -12.003], [9.176, 10.541, -15.345], [9.281, 9.800, -16.384], [10.525, 9.502, -16.587], [8.329, 9.358, -17.087], [8.254, 10.698, -14.966], [10.030, 10.755, -14.850], [11.212, 9.819, -15.917], [10.760, 8.813, -17.287], [15.747, 12.876, -10.582], [15.552, 13.039, -11.909], [14.590, 13.810, -12.261], [16.253, 12.518, -12.737], [15.245, 13.394, -9.875], [16.659, 12.467, -10.440], [13.906, 14.000, -11.543], [14.275, 13.824, -13.221], [16.338, 3.342, -14.679], [15.348, 4.138, -14.933], [14.361, 3.509, -15.581], [15.297, 5.281, -14.555], [17.112, 3.854, -14.279], [16.388, 2.378, -14.974], [14.276, 2.517, -15.756], [13.551, 4.073, -15.795], [13.853, 13.678, -17.058], [13.280, 14.372, -16.098], [12.572, 15.313, -16.689], [13.351, 14.229, -14.872], [14.648, 13.072, -16.914], [13.411, 13.622, -17.965], [11.895, 15.856, -16.171], [12.505, 15.419, -17.691]], "mulliken_charge": [-0.567, -0.360, -0.720, 1.656, -1.765, -0.529, 0.200, 0.318, 0.069, -0.230, 0.352, -0.001, 0.498, 0.487, 0.056, 0.208, 0.143, -0.724, -0.328, -0.699, 0.255, -1.102, -0.729, 0.342, 0.239, 0.262, 0.434, 0.318, 0.346, 0.098, 0.432, 0.341, 0.260, 0.261, -0.535, -0.358, -1.047, 2.667, -1.951, -0.732, -0.087, 0.404, 0.374, 0.436, 0.468, -1.050, 0.222, 0.300, 0.524, 0.187, 0.319, -0.359, -0.402, -0.509, 0.246, -1.328, -0.550, 0.340, 0.005, 0.256, 0.385, 0.224, 0.261, 0.319, 0.285, 0.404, 0.215, 0.242, -0.746, -0.451, -0.850, 0.465, -1.374, -0.791, 0.439, 0.178, 0.340, 0.309, 0.499, 0.307, 0.448, 0.321, 0.307, 0.272, 0.278, -0.864, -0.237, -1.575, 2.183, -2.050, -0.756, 0.360, 0.230, 0.326, 0.523, 0.470, -0.529, 0.135, 0.687, 0.257, 0.274, 0.393, -0.805, 0.078, -1.007, 0.175, -1.011, -0.748, 0.380, 0.300, 0.127, 0.394, 0.381, 0.394, 0.046, 0.252, 0.476, 0.279, 0.313, -0.054, 0.784, -0.200, -0.778, -0.065, 0.173, 0.140, 0.098, -0.413, 0.923, -0.304, -0.750, 0.150, 0.268, 0.172, 0.236, -0.444, 0.503, -0.293, -0.537, 0.265, 0.143, 0.187, 0.208, -0.403, 0.625, -0.351, -0.852, 0.248, 0.168, 0.193, 0.164]}

***

Record 2
{"formula": "C15H22N2OPSr", "method": "ωB97M-V/def2-TZVPD", "orbital_gap_ev": [4.1516, 4.6661], "homo_energy_ev": [-1.43, -2.03], "total_energy_ha": -1141.4714, "total_charge": -1, "e_above_lowest_kcal_mol": 0.0, "symbols": ["C", "C", "C", "C", "C", "Sr", "P", "H", "H", "H", "H", "H", "H", "H", "H", "C", "C", "N", "C", "C", "C", "O", "C", "C", "C", "C", "N", "C", "H", "H", "H", "H", "H", "H", "H", "H", "H", "H", "H", "H", "H", "H"], "coordinates": [[0.192, -0.288, -1.901], [-0.890, -1.042, -2.429], [-0.602, -2.423, -2.209], [0.692, -2.527, -1.635], [1.177, -1.206, -1.397], [1.274, 0.449, 1.429], [-0.423, 2.848, 0.838], [0.295, 0.803, -1.909], [-1.791, -0.630, -2.885], [-1.255, -3.260, -2.468], [2.170, -0.946, -1.013], [1.219, -3.444, -1.381], [-1.641, 3.253, 1.478], [-0.942, 2.909, -0.505], [0.165, 4.162, 0.813], [1.653, 1.784, 7.697], [0.229, 1.329, 7.912], [-0.224, 0.253, 7.001], [0.187, -1.098, 7.443], [-0.693, -1.594, 8.580], [-0.379, 0.610, 5.681], [-0.051, 1.736, 5.269], [-0.953, -0.336, 4.660], [-1.400, -1.649, 4.825], [-1.440, -2.479, 3.701], [-0.900, -2.022, 2.495], [-0.587, -0.717, 2.331], [-0.825, 0.143, 3.353], [2.358, 0.951, 7.788], [1.915, 2.537, 8.445], [1.744, 2.233, 6.706], [0.104, 0.921, 8.916], [-0.454, 2.175, 7.778], [0.160, -1.791, 6.594], [1.232, -1.027, 7.792], [-1.749, -1.564, 8.285], [-0.430, -2.633, 8.804], [-0.554, -0.998, 9.488], [-1.731, -2.000, 5.807], [-1.823, -3.495, 3.759], [-0.717, -2.667, 1.634], [-0.829, 1.212, 3.098]], "mulliken_charge": [-0.340, -0.770, -0.344, -0.832, -0.652, 0.731, -0.212, 0.413, 0.372, 0.384, 0.618, 0.377, 0.095, 0.105, 0.068, -1.037, -0.620, 0.198, -0.671, -1.227, 0.101, -0.721, 0.156, -0.220, -0.624, -0.622, -0.741, 0.054, 0.261, 0.378, 0.274, 0.267, 0.366, 0.644, 0.228, 0.278, 0.366, 0.378, 0.493, 0.357, 0.460, 0.216]}

***

Record 3
{"formula": "C20H32N2O7SbW", "method": "ωB97M-V/def2-TZVPD", "orbital_gap_ev": [6.6860, 6.6785], "homo_energy_ev": [-4.16, -4.15], "total_energy_ha": -1724.6905, "total_charge": -1, "e_above_lowest_kcal_mol": 44.0, "symbols": ["W", "O", "C", "C", "O", "C", "C", "O", "C", "O", "O", "C", "C", "N", "O", "C", "C", "N", "O", "H", "H", "H", "H", "H", "H", "H", "C", "C", "C", "C", "C", "H", "H", "H", "H", "H", "H", "H", "H", "H", "H", "C", "C", "Sb", "C", "C", "C", "C", "H", "H", "H", "H", "H", "H", "H", "H", "H", "H", "H", "H", "H", "H", "H"], "coordinates": [[0.088, 0.806, -1.370], [0.514, -3.795, -5.301], [0.450, -2.892, -4.520], [1.439, -2.591, -3.387], [2.355, -3.288, -3.044], [0.988, -1.310, -2.845], [-0.137, -0.838, -3.479], [-0.543, 0.354, -3.180], [-0.603, -1.774, -4.521], [-1.567, -1.721, -5.229], [1.524, -0.531, -1.959], [-0.193, 4.253, 1.367], [-0.131, 3.297, 0.209], [0.070, 1.958, 0.424], [0.854, 1.685, 1.582], [-0.291, 3.641, -1.081], [-0.815, 4.958, -1.579], [0.062, 2.675, -2.087], [1.386, 2.130, -1.804], [-0.412, 3.718, 2.290], [-0.976, 4.995, 1.199], [0.748, 4.795, 1.499], [1.651, 2.228, 1.490], [-0.252, 5.805, -1.171], [-1.871, 5.110, -1.332], [-0.717, 4.977, -2.664], [-3.000, -1.442, 0.587], [-2.820, 0.052, 0.277], [-2.420, 0.769, 1.568], [-4.171, 0.623, -0.180], [-1.831, 0.162, -0.866], [-3.696, -1.574, 1.424], [-2.046, -1.897, 0.861], [-3.393, -1.980, -0.281], [-3.193, 0.613, 2.330], [-2.305, 1.840, 1.398], [-1.474, 0.398, 1.959], [-4.916, 0.539, 0.619], [-4.543, 0.090, -1.060], [-4.064, 1.678, -0.443], [-2.325, -0.275, -1.737], [3.658, 0.463, 0.567], [3.088, -0.951, 0.671], [0.920, -1.033, 0.687], [0.846, -3.107, 0.136], [1.265, -4.083, 1.236], [0.610, -1.181, 2.826], [1.865, -1.476, 3.645], [4.729, 0.436, 0.344], [3.532, 1.005, 1.509], [3.174, 1.038, -0.222], [3.479, -1.464, 1.547], [3.344, -1.530, -0.216], [1.517, -3.200, -0.720], [-0.165, -3.323, -0.213], [2.317, -3.948, 1.505], [1.147, -5.113, 0.889], [0.669, -3.968, 2.144], [-0.159, -1.943, 2.986], [0.182, -0.222, 3.120], [2.335, -2.417, 3.357], [1.616, -1.541, 4.710], [2.607, -0.683, 3.530]], "mulliken_charge": [0.759, -0.569, 0.352, -0.055, -0.669, 1.303, 0.587, -0.980, -0.165, -0.621, -0.838, -1.983, 0.677, 0.713, -0.384, 0.521, -1.533, -0.504, -0.578, 0.330, 0.501, 0.349, 0.261, 0.323, 0.296, 0.405, -1.613, 3.147, -1.288, -2.056, -1.219, 0.458, 0.094, 0.389, 0.557, 0.174, 0.030, 0.479, 0.409, 0.391, 0.427, -1.144, -0.730, 0.317, -0.430, -1.284, -0.735, -1.343, 0.410, 0.190, 0.161, 0.700, 0.384, 0.175, 0.540, 0.283, 0.389, 0.272, 0.561, 0.478, 0.258, 0.379, 0.293]}

***

Record 4
{"formula": "C31H45N9O5P2V", "method": "ωB97M-V/def2-TZVPD", "multiplicity": 2, "orbital_gap_ev": [5.6922, 5.7159], "homo_energy_ev": [-5.85, -5.84], "total_energy_ha": -3704.2441, "total_charge": 0, "e_above_lowest_kcal_mol": 0.0, "symbols": ["V", "C", "C", "O", "C", "C", "C", "N", "N", "C", "O", "C", "C", "C", "C", "C", "C", "H", "H", "H", "H", "H", "H", "H", "H", "H", "H", "H", "H", "C", "C", "C", "C", "C", "C", "N", "N", "C", "C", "C", "C", "C", "N", "H", "H", "H", "H", "H", "H", "H", "H", "H", "C", "N", "C", "P", "O", "O", "P", "O", "N", "C", "C", "N", "C", "C", "N", "C", "C", "H", "H", "H", "H", "H", "H", "H", "H", "H", "H", "H", "H", "H", "H", "H", "H", "H", "H", "H", "H", "H", "H", "H", "H"], "coordinates": [[-0.921, 0.256, 0.795], [2.124, -0.105, 3.898], [1.064, 0.589, 3.082], [0.587, -0.084, 2.094], [0.720, 1.878, 3.394], [-0.148, 2.692, 2.603], [-0.219, 4.157, 2.927], [-0.831, 2.218, 1.595], [-1.494, 3.200, 0.861], [-1.984, 2.672, -0.218], [-1.872, 1.427, -0.516], [-2.710, 3.541, -1.184], [-3.158, 2.997, -2.383], [-3.826, 3.792, -3.303], [-4.053, 5.133, -3.030], [-3.611, 5.679, -1.831], [-2.941, 4.888, -0.912], [3.034, -0.201, 3.300], [1.797, -1.110, 4.165], [2.364, 0.445, 4.805], [1.203, 2.345, 4.240], [0.366, 4.381, 3.818], [-1.255, 4.461, 3.074], [0.152, 4.745, 2.086], [-2.980, 1.946, -2.578], [-4.173, 3.361, -4.234], [-4.577, 5.753, -3.748], [-3.792, 6.724, -1.613], [-2.589, 5.298, 0.026], [-2.722, -1.884, -4.173], [-1.673, -1.101, -3.705], [-1.551, -0.808, -2.357], [-2.491, -1.297, -1.441], [-3.550, -2.081, -1.918], [-3.657, -2.367, -3.269], [-2.358, -1.012, -0.068], [-3.158, -1.714, 0.709], [-3.039, -1.349, 1.997], [-3.799, -2.003, 2.995], [-3.681, -1.603, 4.292], [-2.804, -0.539, 4.594], [-2.082, 0.038, 3.586], [-2.161, -0.355, 2.292], [-2.813, -2.107, -5.229], [-0.944, -0.709, -4.405], [-0.738, -0.192, -2.008], [-4.281, -2.454, -1.217], [-4.486, -2.971, -3.620], [-4.458, -2.801, 2.680], [-4.253, -2.081, 5.077], [-2.694, -0.172, 5.605], [-1.401, 0.847, 3.789], [0.522, -3.831, -1.964], [1.674, -3.187, -1.329], [2.901, -3.966, -1.394], [1.418, -2.260, 0.017], [0.025, -1.798, 0.054], [2.511, -1.067, -0.161], [2.122, 0.354, -0.846], [0.763, 0.825, -0.524], [2.324, 0.062, -2.444], [3.266, -0.875, -3.032], [1.718, 0.990, -3.394], [3.257, 1.408, -0.309], [3.001, 2.223, 0.875], [4.662, 1.175, -0.603], [1.923, -3.023, 1.383], [0.878, -3.453, 2.323], [3.291, -2.945, 1.883], [0.750, -3.993, -3.020], [-0.349, -3.183, -1.890], [0.293, -4.801, -1.506], [3.128, -4.195, -2.436], [2.822, -4.908, -0.838], [3.738, -3.395, -0.988], [3.746, -1.472, -2.262], [4.039, -0.345, -3.599], [2.741, -1.551, -3.712], [0.984, 1.616, -2.891], [1.209, 0.421, -4.176], [2.477, 1.625, -3.862], [1.929, 2.324, 1.023], [3.436, 3.213, 0.728], [3.441, 1.778, 1.775], [4.777, 0.715, -1.585], [5.138, 0.531, 0.146], [5.188, 2.131, -0.618], [-0.040, -3.671, 1.781], [0.652, -2.676, 3.055], [1.208, -4.361, 2.827], [3.979, -3.545, 1.282], [3.313, -3.338, 2.897], [3.657, -1.918, 1.912]], "mulliken_charge": [-0.350, -1.543, 1.245, 0.730, -2.178, 0.813, -1.599, 1.018, -1.097, 0.339, 0.186, 0.418, -0.326, -0.858, -0.412, -0.672, -0.634, 0.131, 0.196, 0.459, 0.372, 0.490, 0.295, 0.293, 0.484, 0.427, 0.374, 0.394, 0.464, -0.869, -0.919, 0.871, 0.088, -0.496, -0.593, 1.744, -1.213, 0.157, -0.816, -0.317, -1.158, -0.135, 0.923, 0.418, 0.345, -0.129, 0.446, 0.374, 0.516, 0.403, 0.473, 0.449, -0.792, 0.921, -1.210, -0.942, -0.194, 0.183, -0.656, 0.042, 1.012, -1.102, -0.956, 0.259, -0.622, -1.068, 0.494, -1.048, -0.840, 0.291, 0.153, 0.224, 0.334, 0.254, 0.352, 0.272, 0.405, 0.293, 0.171, 0.281, 0.315, -0.203, 0.494, 0.246, 0.245, 0.248, 0.378, 0.248, 0.182, 0.544, 0.259, 0.394, 0.114]}